This record from the Open Molecules 2025 dataset describes an isolated ion of composition C5H9NO and charge +1. The level of theory is ωB97M-V/def2-TZVPD.

Structure (XYZ):
```
16
Properties=species:S:1:pos:R:3:forces:R:3:lowdin_spin:R:1
O 1.02877 -1.06899 1.68596 0.22 0.38 -0.35 0.070
N 0.60565 -0.26565 -1.13499 -2.28 0.55 0.56 0.616
C -1.17241 0.05172 0.34839 -0.50 0.20 1.36 0.036
C 0.93231 1.00386 -0.51539 0.05 -0.01 0.13 0.068
C 0.65261 -1.70100 0.74926 -0.73 -0.54 1.44 0.039
C -0.33646 -1.04225 -0.28042 1.99 0.22 -1.24 0.057
C -0.37348 1.37464 0.23543 0.01 -0.45 -0.20 0.046
H 1.18520 1.71963 -1.28838 0.34 0.00 0.03 0.001
H -0.17859 1.74370 1.23519 0.23 0.26 -0.08 0.002
H 0.88779 -2.77351 0.71794 -0.02 -0.07 -0.71 0.011
H 0.20696 -0.20223 -2.07204 0.99 -0.26 -0.51 0.021
H -0.80295 -1.75668 -0.94893 -0.26 -0.25 0.33 0.001
H 1.74269 0.87019 0.20958 0.08 -0.06 -0.17 0.026
H -1.30945 -0.17515 1.40325 0.26 -0.15 0.16 0.003
H -2.20120 0.09386 0.01757 0.01 0.06 -0.81 0.002
H -0.86747 2.12787 -0.36243 -0.36 0.13 0.08 0.003
```
Forces are in eV/Å.

## Properties
**Net charge**: +1
**2S+1**: 2
**LUMO (spin up / spin down)**: -4.048 / -8.421 eV
**Relative energy (zero: lowest compared OMol25 entry of this formula, charge and spin)**: 148.6 kJ/mol
**HOMO-LUMO gap (spin up / spin down)**: 0.4111 / 0.2410 hartree
**<S²>**: 0.7559

=====

This record from the Open Molecules 2025 dataset describes C42H50Cl5N6O2P2SSr as an isolated structure. The level of theory is ωB97M-V/def2-TZVPD.

Structure (XYZ):
```
109
Properties=species:S:1:pos:R:3:forces:R:3:nbo_charge:R:1
Sr 0.33755 -0.25420 2.25398 0.02 0.18 0.06 1.765
Cl 1.86047 -2.33406 4.47673 -0.04 -0.01 0.04 -0.011
Cl 3.34805 -3.69560 -0.30202 -0.05 -0.01 0.02 -0.031
Cl -0.58424 -1.29716 5.68026 0.08 -0.03 -0.02 -0.026
Cl 3.55449 0.52111 3.09263 -0.14 0.14 0.07 -0.034
Cl 8.08120 -1.78828 1.33586 -0.03 0.01 0.01 0.016
S -1.66041 1.09248 -6.03279 -0.03 0.04 0.06 0.181
P -0.41151 -0.74484 -1.10460 -0.22 0.23 -0.16 1.031
P 0.16332 1.87304 -0.28730 0.11 0.24 -0.08 0.990
O 2.19661 -1.48084 1.40717 0.34 -0.22 -0.01 -0.928
O -3.08386 -1.85923 3.29392 -0.01 0.11 0.03 -0.627
N 0.46647 -3.74343 1.08710 0.10 0.14 0.01 -0.796
N -1.58718 -4.60181 1.78862 -0.18 -0.28 -0.04 -0.401
N 0.70596 2.17880 3.45028 -0.11 0.01 0.08 -0.909
N -2.09504 0.89238 2.86946 0.10 -0.07 0.11 -0.932
N -0.36569 0.90734 -1.59586 -0.04 -0.38 0.56 -1.071
N -1.09137 -2.45362 2.28288 0.05 -0.10 -0.16 -0.769
C -1.52949 2.80166 4.38469 0.07 -0.11 0.00 -0.418
C -0.39019 5.62071 -1.88501 -0.04 -0.01 0.03 -0.223
C -4.82903 -1.81234 -0.33795 0.03 -0.02 -0.01 -0.223
C 0.07181 -1.65357 -2.61415 -0.04 0.05 0.11 -0.413
C -3.89455 -2.80584 -0.61378 0.08 0.08 -0.03 -0.205
C 5.71252 -0.75022 2.12927 0.01 0.22 0.15 -0.237
C 4.02058 3.06421 0.35545 0.01 -0.01 -0.02 -0.204
C -0.49217 3.53491 -0.67597 0.11 -0.15 -0.06 -0.400
C -0.30900 -2.50575 -4.83614 0.03 0.01 -0.02 -0.197
C -0.89078 1.38433 -2.87504 0.14 0.13 -0.12 -0.242
C 2.72140 1.19552 -1.23658 -0.07 0.07 0.01 -0.138
C -2.36481 -2.67180 2.74804 0.00 0.05 0.06 0.677
C 4.75981 2.15182 -0.38868 -0.03 -0.02 -0.01 -0.188
C -1.71473 3.92671 -0.13473 0.00 -0.08 0.04 -0.200
C 4.10952 1.22263 -1.18802 0.02 0.03 0.05 -0.223
C 0.97648 -2.08475 5.99183 -0.02 0.02 -0.04 -0.386
C 5.59894 -2.60592 0.63002 0.11 0.00 -0.02 -0.261
C -2.35249 1.53536 4.17185 0.06 0.12 -0.07 -0.215
C -2.19696 -1.11975 -0.95566 0.13 -0.19 -0.02 -0.364
C -0.78812 -1.90212 -3.68457 -0.03 0.01 0.08 -0.193
C 1.40844 -2.03633 -2.71021 0.01 0.00 -0.01 -0.135
C 4.33143 -0.70238 2.13495 0.07 -0.07 -0.07 -0.091
C -4.45112 -0.47904 -0.37901 0.04 0.02 -0.03 -0.145
C 4.21983 -2.53142 0.65627 0.09 0.01 0.04 -0.014
C 0.16783 4.39436 -1.55429 -0.05 0.08 0.00 -0.133
C -2.27758 5.15022 -0.46764 0.02 0.07 -0.04 -0.200
C -2.76491 -4.11681 2.47776 0.10 0.01 -0.05 -0.321
C 3.50110 -1.57132 1.40346 -0.29 -0.07 -0.19 0.271
C 0.18236 1.52205 -3.94536 0.00 0.01 0.04 -0.418
C 2.63662 3.03032 0.31481 -0.15 -0.03 -0.06 -0.219
C -1.61447 5.99892 -1.34426 0.05 -0.10 0.02 -0.186
C 1.88933 -2.64204 -3.86382 -0.07 0.01 0.03 -0.234
C -3.13868 1.97634 -5.47682 0.16 -0.09 -0.09 -0.739
C -0.69503 -3.60666 1.70563 -0.05 0.09 0.03 0.664
C -1.45604 -5.91701 1.19163 0.07 0.14 0.05 -0.420
C 6.34911 -1.70587 1.36820 -0.06 -0.16 -0.12 -0.066
C -2.58291 -2.46310 -0.90958 -0.13 0.11 -0.01 -0.224
C 1.97099 2.09737 -0.48508 0.04 -0.12 -0.02 -0.412
C 1.02864 -2.87344 -4.92891 -0.01 0.05 0.06 -0.188
C -0.35502 2.09052 -5.25169 0.00 -0.08 -0.09 -0.527
C -0.04133 2.60405 4.65794 -0.07 -0.01 -0.14 -0.218
C -3.14013 -0.13336 -0.68935 0.02 -0.01 0.00 -0.245
H -3.41045 1.78688 4.28643 -0.03 -0.01 -0.01 0.188
H -0.97729 -2.67611 -5.66953 -0.01 -0.01 0.00 0.226
H -2.11885 0.81750 4.95865 -0.01 -0.03 -0.01 0.196
H -1.37373 2.35451 -2.72108 -0.05 -0.04 0.00 0.206
H -2.41101 1.51072 2.12930 -0.02 -0.03 -0.05 0.361
H 0.45290 2.79918 2.68355 0.02 0.01 0.00 0.371
H 1.69871 2.32890 3.59949 0.00 0.02 -0.01 0.380
H -2.38505 -6.45725 1.34906 0.00 -0.02 -0.02 0.232
H -0.74674 3.10198 -5.12209 0.03 0.01 0.02 0.214
H -3.22783 5.44641 -0.04344 0.00 -0.01 0.01 0.223
H -2.95874 -4.65252 3.40860 0.03 0.02 0.03 0.232
H 0.08872 1.84267 5.43013 0.02 -0.02 0.00 0.195
H -1.83167 -1.61560 -3.62460 0.02 -0.01 -0.01 0.224
H 0.36458 3.53894 5.05116 0.01 0.02 0.02 0.190
H -4.19459 -3.84678 -0.61129 0.00 -0.01 0.00 0.215
H 1.15588 -2.97583 1.08410 -0.06 -0.08 0.02 0.465
H 4.52663 3.79969 0.96739 -0.01 0.00 0.01 0.222
H -3.65929 -4.15231 1.85402 0.01 0.02 -0.01 0.234
H -1.66202 0.68770 -3.20953 -0.01 0.00 0.00 0.215
H 1.39765 -3.34152 -5.83203 0.00 0.00 0.00 0.224
H 5.84096 2.16659 -0.34743 0.00 0.01 0.00 0.224
H 2.21196 0.47904 -1.86885 0.04 -0.03 0.01 0.208
H -1.94976 3.32423 5.24602 -0.01 0.04 -0.01 0.230
H 0.12934 6.28264 -2.56541 0.00 0.00 0.00 0.226
H 2.06820 -1.86230 -1.86958 0.04 -0.01 -0.01 0.216
H 4.68690 0.51525 -1.76958 -0.02 -0.01 -0.02 0.224
H -3.27267 1.90831 -4.39867 -0.04 0.02 0.01 0.205
H -5.85086 -2.07873 -0.10318 -0.01 0.00 0.00 0.224
H -5.17949 0.29665 -0.18084 -0.01 0.00 0.01 0.213
H 0.78986 -3.04647 6.45358 -0.02 -0.01 -0.03 0.234
H 0.45231 2.14407 -5.98209 0.00 0.06 0.01 0.235
H -2.23424 3.26498 0.55128 0.00 0.01 -0.01 0.202
H -0.64848 -6.48815 1.65328 0.01 -0.01 0.01 0.213
H -1.65527 3.47367 3.52577 -0.01 0.02 0.02 0.196
H -2.66412 0.04583 2.82131 -0.03 -0.04 -0.03 0.416
H -1.84975 -3.23311 -1.12828 -0.03 -0.04 0.01 0.218
H 6.08927 -3.36333 0.03473 -0.03 -0.01 0.00 0.243
H 1.56325 -1.44384 6.63842 0.02 0.01 -0.03 0.232
H 2.92873 -2.93705 -3.92536 0.01 0.00 0.00 0.224
H -2.84557 0.91053 -0.74048 -0.04 0.00 0.02 0.217
H 0.63351 0.54418 -4.13442 0.01 0.02 0.03 0.217
H -2.04947 6.95494 -1.60300 0.00 0.01 0.00 0.227
H 0.75310 -4.63317 0.71891 0.00 0.00 0.00 0.412
H 6.28694 -0.04418 2.71316 -0.04 0.01 0.01 0.243
H -3.08425 3.01830 -5.78707 -0.06 0.02 0.03 0.218
H 1.12240 4.10330 -1.97518 0.00 0.02 0.00 0.218
H 0.97660 2.17582 -3.56638 -0.01 -0.02 -0.05 0.207
H 2.05893 3.74534 0.89401 0.05 0.02 0.02 0.208
H -3.98259 1.50329 -5.97556 -0.03 0.03 0.04 0.236
H -1.27563 -5.84699 0.11670 -0.02 0.00 -0.02 0.209
```
Forces are in eV/Å.

## Properties
**Net charge**: +1
**2S+1**: 1
**LUMO**: -1.694 eV
**HOMO-LUMO gap**: 0.2994 hartree

=====

This record from the Open Molecules 2025 dataset describes H24HeO12 as an isolated structure. The level of theory is ωB97M-V/def2-TZVPD.

Structure (XYZ):
```
37
Properties=species:S:1:pos:R:3:forces:R:3:nbo_charge:R:1
O 8.48894 -10.23527 6.16303 0.24 -0.20 -0.28 -0.960
O 5.35493 -11.56781 9.19320 -0.45 -0.49 0.24 -0.957
O 3.64362 -13.75520 8.21109 -0.55 -0.48 -0.12 -0.965
O 2.22547 -13.70501 5.78220 -0.46 -0.03 -0.84 -0.964
O 5.50628 -13.75349 4.04139 -0.17 -0.62 0.15 -0.978
O 4.20070 -7.51155 7.95041 0.04 -0.45 -0.13 -0.956
O 1.96779 -9.39682 5.57791 0.21 -0.01 0.16 -0.948
O 1.87368 -9.96849 8.46960 -0.18 -0.11 0.37 -0.944
O 7.57811 -11.70246 4.02860 -0.24 -0.45 -0.44 -0.955
O 6.62105 -9.43259 7.92021 -0.26 -0.29 0.14 -0.948
O 3.01516 -11.64340 4.12675 0.41 0.37 -0.74 -0.997
O 6.82605 -7.11062 5.56217 -0.01 -0.05 0.33 -0.938
He 4.22696 -10.51139 6.71627 0.03 -0.02 -0.04 0.001
H 7.70141 -11.07854 3.31322 -0.01 0.02 -0.22 0.466
H 6.69799 -8.95748 8.74760 0.27 0.30 0.16 0.488
H 5.78435 -9.14474 7.55509 -0.40 0.53 -0.19 0.495
H 2.63955 -9.80562 9.02019 0.10 0.07 0.13 0.455
H 4.39086 -6.97780 8.72188 0.02 0.18 0.25 0.483
H 9.10940 -9.54547 5.92757 0.18 0.09 -0.13 0.467
H 4.74030 -11.25207 9.85558 -0.18 -0.10 0.34 0.462
H 5.66154 -10.77506 8.75301 0.54 0.21 -0.43 0.482
H 4.09576 -12.92925 8.38314 0.43 0.52 0.13 0.499
H 2.69613 -13.87926 6.59728 0.31 0.16 0.70 0.500
H 4.76861 -13.14581 3.98847 -0.33 0.30 -0.05 0.479
H 1.42928 -13.25045 6.05730 -0.30 -0.04 0.22 0.467
H 7.31370 -6.75129 4.82101 0.18 0.11 -0.21 0.476
H 2.49011 -8.59764 5.50918 0.15 0.23 -0.03 0.473
H 4.08451 -6.87762 7.24269 0.00 0.24 -0.13 0.475
H 1.10171 -9.14585 5.25676 -0.38 -0.05 -0.08 0.492
H 7.36861 -11.15862 4.78792 0.43 0.20 0.42 0.489
H 2.19206 -9.85050 7.57464 -0.07 0.05 -0.47 0.483
H 2.78275 -10.84302 4.59750 -0.10 0.23 0.10 0.473
H 7.74654 -9.76925 6.54759 -0.12 0.27 0.56 0.488
H 5.94019 -7.24352 5.22480 -0.17 -0.08 -0.17 0.462
H 4.27705 -14.27757 7.71902 0.43 -0.22 0.01 0.477
H 2.64942 -12.34977 4.65921 -0.02 -0.72 0.42 0.491
H 6.27468 -13.19054 4.13560 0.40 0.35 -0.15 0.487
```
Forces are in eV/Å.

## Properties
**Net charge**: 0
**2S+1**: 1
**LUMO**: -0.851 eV
**Relative energy (zero: lowest compared OMol25 entry of this formula, charge and spin)**: 132.5 kJ/mol
**HOMO-LUMO gap**: 0.3279 hartree

=====

This record from the Open Molecules 2025 dataset describes C32H33CrN7O4Se as an isolated structure. The level of theory is ωB97M-V/def2-TZVPD.

Structure (XYZ):
```
78
Properties=species:S:1:pos:R:3:forces:R:3:lowdin_spin:R:1
Se -0.09370 1.37239 3.53870 0.06 0.22 0.12 0.001
Cr 0.10133 -0.59071 -0.15198 0.56 -0.35 1.42 2.852
O -0.98263 -2.08403 -0.57810 -0.06 -0.15 -0.09 0.034
O 0.30482 -0.98899 1.72233 -0.07 -0.12 -0.37 0.042
O 0.16465 -2.41976 3.43214 -0.11 0.07 0.02 0.006
O 1.44069 1.01338 -0.07435 -0.09 0.10 -0.11 0.017
N -3.69179 0.93217 0.60329 -0.09 0.06 0.05 0.003
N -0.87267 -0.28522 -2.88362 0.02 0.16 -0.14 0.021
N 1.45029 3.16489 5.11548 0.06 0.13 0.12 0.000
N -0.65127 3.69875 5.16202 -0.04 -0.02 0.00 0.000
N 1.78782 -1.86682 -0.58184 -0.11 0.04 0.14 -0.013
N -1.56588 0.52851 0.28624 -0.06 0.14 -0.23 -0.013
N -0.05854 0.08624 -1.98491 -0.15 0.23 -0.75 -0.037
C -2.07970 3.68669 4.93582 -0.02 0.03 0.03 0.000
C -2.56815 -1.60075 -3.89072 0.11 0.03 0.08 0.004
C -4.28653 -2.97042 -4.94486 0.00 -0.07 0.02 0.003
C -1.78086 1.88076 0.12422 0.08 -0.14 0.01 0.002
C 1.35705 4.26178 5.96653 0.04 -0.11 -0.08 0.000
C 2.38750 1.34060 0.96433 0.03 -0.05 0.06 0.003
C -1.69847 -2.24769 -1.64265 0.08 0.27 -0.19 0.023
C -2.64076 -0.73109 -4.99073 0.02 0.04 -0.01 0.001
C -3.35164 -3.61774 -2.75497 0.01 0.05 -0.07 0.018
C -3.09766 2.14006 0.31464 -0.06 -0.01 0.02 0.000
C 0.00941 4.60039 5.99541 -0.07 -0.07 -0.02 0.000
C -3.52194 -0.97273 -6.01823 0.00 -0.02 0.03 0.003
C 1.42196 1.79888 -1.22228 -0.01 -0.12 0.04 -0.003
C -0.45813 5.64832 6.76916 -0.08 0.03 -0.01 0.000
C 1.97760 3.71677 -2.52547 -0.03 0.01 -0.05 -0.005
C 2.29755 4.96421 6.69752 0.06 0.01 0.03 0.000
C 2.41345 -2.44660 0.64119 -0.07 -0.08 0.01 0.001
C -5.11149 0.69706 0.83111 0.01 -0.02 -0.04 0.000
C 1.36302 -3.13187 1.50345 0.02 0.14 -0.03 0.002
C 0.62550 1.31006 -2.25757 0.01 -0.08 0.09 0.001
C -2.73944 -0.00640 0.57286 0.09 0.06 0.12 0.008
C 0.53578 -2.14283 2.32068 0.11 -0.03 -0.15 0.007
C -4.35538 -2.09999 -6.00034 0.01 0.02 -0.03 0.001
C 0.22993 2.80847 4.63815 -0.05 0.04 -0.01 0.000
C -1.66898 -1.36084 -2.76276 -0.21 -0.25 0.06 0.014
C 2.10392 2.99216 -1.34700 0.08 0.04 0.07 0.001
C -2.55304 -3.38386 -1.68671 -0.05 -0.12 0.07 -0.002
C 1.17472 3.25127 -3.55621 0.00 0.01 0.01 0.001
C -3.40327 -2.73132 -3.87519 -0.01 -0.04 0.01 0.002
C 0.50126 2.04726 -3.42544 -0.02 -0.07 -0.05 -0.004
C 0.48050 6.35637 7.50610 0.03 -0.01 0.01 0.000
C 1.83496 6.01986 7.47120 -0.02 -0.01 -0.04 0.000
H -2.53867 -4.04451 -0.82907 0.02 0.00 -0.03 0.000
H -1.99725 0.13616 -5.01658 -0.03 0.01 -0.02 0.000
H 2.19583 0.64208 1.77104 -0.05 -0.01 0.01 0.000
H 3.34697 4.70011 6.67339 -0.02 0.01 0.01 0.000
H -2.60730 3.38060 5.83966 0.01 -0.01 0.01 0.000
H -2.41535 4.68150 4.64323 0.02 0.01 -0.01 0.000
H -4.90914 -3.85732 -4.91939 -0.01 0.04 0.01 0.000
H -0.98070 2.56609 -0.09493 -0.01 0.00 0.00 0.000
H 3.40029 1.24533 0.57200 0.00 0.00 -0.07 0.000
H 2.50891 4.65340 -2.62980 -0.02 -0.02 0.01 0.000
H 3.19321 -3.15595 0.36258 0.02 0.00 -0.08 -0.001
H 2.27478 2.62439 4.92429 -0.03 -0.05 -0.02 0.000
H -2.28845 2.97673 4.14054 0.02 -0.02 -0.01 0.000
H -3.57299 -0.28431 -6.85215 0.02 -0.01 0.01 0.000
H 0.67593 -3.69896 0.86691 0.03 -0.06 0.04 0.000
H 2.53799 6.59166 8.06169 -0.01 -0.01 -0.01 0.000
H -3.98307 -4.49903 -2.77095 -0.02 0.03 0.02 0.001
H -2.91731 -1.04748 0.78608 0.02 0.00 -0.02 0.000
H 1.06167 3.83269 -4.46116 0.04 -0.04 0.00 0.000
H -5.23545 -0.18776 1.44958 0.03 0.01 0.03 0.000
H 2.50449 -1.44540 -1.16608 -0.03 0.08 -0.01 0.001
H 2.71869 3.36794 -0.54241 0.01 -0.01 -0.02 0.000
H -5.04325 -2.27970 -6.81552 0.02 0.00 0.00 0.000
H 1.40035 -2.63711 -1.12190 -0.02 0.03 -0.06 0.001
H 0.15823 7.18241 8.12543 -0.01 -0.01 -0.01 0.000
H -5.54259 1.55198 1.34399 0.03 0.01 0.04 0.000
H 2.20333 2.34634 1.33043 -0.06 0.03 0.02 0.000
H 2.88159 -1.63424 1.19543 0.03 0.02 -0.02 0.000
H -1.51086 5.89741 6.80551 0.04 0.02 0.00 0.000
H -0.12428 1.66394 -4.21892 0.00 0.03 0.02 0.000
H -5.63013 0.54689 -0.11399 0.01 0.02 -0.03 0.000
H 1.82887 -3.82862 2.19579 0.01 -0.03 -0.01 0.000
H -3.65206 3.06157 0.27811 -0.02 -0.04 0.02 0.000
```
Forces are in eV/Å.

## Properties
**Net charge**: +1
**2S+1**: 4
**LUMO (spin up / spin down)**: -3.612 / -3.927 eV
**Relative energy (zero: lowest compared OMol25 entry of this formula, charge and spin)**: 9.1 kJ/mol
**HOMO-LUMO gap (spin up / spin down)**: 0.2085 / 0.1969 hartree
**<S²>**: 3.7784

=====

Across the entries above, molecular weight takes the values 99.133 1029.802 220.183 710.617 g/mol, respectively.
Across the entries above, max |F| takes the values 2.41 0.68 0.96 1.56 eV/A, respectively.